C23H24N2O6 | ωB97M-V/def2-TZVPD

Geometry (Å):
C -5.8156 -0.1580 -1.6676
C -4.3896 0.6829 -3.4123
H -6.9555 2.8015 -2.8205
C 4.9361 0.8218 1.8676
H -6.0465 -0.9214 -0.9389
C -6.6302 0.9542 -1.7902
C -6.3255 1.9295 -2.7243
H -0.1280 1.4058 -0.7428
N -0.7109 -0.2055 -1.8755
C -1.5828 0.5675 -2.5636
C -2.1367 1.4083 1.0559
H -2.3947 -0.5111 0.1324
H -2.1262 1.9105 0.0927
C 4.6721 -2.3955 3.5741
O 1.9763 -0.5106 -2.0105
C 0.0051 -1.8059 0.5660
H 6.3207 1.0464 4.4054
H -1.9841 -0.5824 1.8461
C -0.2960 -0.3079 0.5689
O -2.0992 -0.1206 -3.6063
C -3.1677 0.5351 -4.2829
C -5.2074 1.7977 -3.5283
H 0.3275 0.1821 1.3242
C 5.1863 -0.1019 2.9971
O -1.8855 1.6979 -2.2717
C 3.9522 -1.2291 1.3675
H 5.4358 -3.0101 5.4756
O 5.2701 1.9651 1.7124
H -0.3852 -1.0585 -2.3047
H -4.0674 -1.1642 -2.3861
H -3.1398 1.5001 1.4660
C 5.8670 0.0939 4.1810
C 0.0730 0.3299 -0.7927
H -0.6045 -2.3152 -0.1764
H 4.1818 1.5986 -0.4328
H 3.9371 -0.0589 -1.1297
H 6.4692 -0.8547 6.0016
H -7.4984 1.0625 -1.1569
C 4.5954 -1.3334 2.6971
H -0.2216 -2.2322 1.5408
O 2.3103 0.7921 -0.2062
H -4.9631 2.5672 -4.2458
H -3.3785 -0.1015 -5.1474
N 4.2142 0.0718 0.9357
O 3.3306 -2.0475 0.7444
H 1.0527 -2.0002 0.3483
C 3.7156 0.6177 -0.2936
C 5.3581 -2.1980 4.7686
C -4.7038 -0.2957 -2.4788
H 4.2149 -3.3428 3.3349
C -1.7705 -0.0640 0.9082
C 5.9439 -0.9770 5.0664
H -1.4444 1.9123 1.7275
H -2.8336 1.5200 -4.6270
C 1.5468 0.1314 -1.0928

Cartesian forces (eV/Å) of the 3 atoms listed first:
-0.0221 -0.0631 0.0506
0.0490 -0.0316 0.0032
-0.0485 0.0738 -0.0024

HOMO-LUMO gap   0.310 Eh
Highest occupied orbital energy   -9.1 eV
ΔE to the lowest compared entry with this formula, charge and spin   0.000 eV
E_LUMO   -0.0240 Ha
SMILES   CC[C@@H](C)[C@H](NC(=O)OCc1ccccc1)C(=O)OCN1C(=O)c2ccccc2C1=O

C23H24N2OPd | ωB97M-V/def2-TZVPD

Geometry (Å):
H -0.7718 -3.8081 0.2495
H 3.8781 -1.3250 0.8074
O 0.2535 2.2870 -0.0877
H 1.8528 1.3696 -1.4303
H -6.6144 -3.6368 1.9175
C -4.7805 -2.9575 1.0477
H 1.8970 1.4414 1.2426
H -4.3849 -2.5703 1.9780
H 2.4154 -0.1205 -2.1419
H 4.1412 -3.8598 0.0104
C -4.4026 3.4815 0.1489
C 3.1924 -1.3787 -0.0423
H -6.1563 -4.3411 -2.2780
C -5.7721 -3.9528 -1.3429
C -3.0879 3.8843 0.0283
H -3.9280 -3.2722 -2.2106
C 2.3648 -5.0479 0.1433
Pd 0.0928 -0.7618 -0.0159
C -0.6595 3.3763 -0.0758
C -4.5229 -3.3543 -1.3105
C 0.3034 -3.8011 0.1911
H 3.8180 -1.3936 -0.9382
C -2.7238 -2.2099 -0.0785
C 2.3810 -2.6362 0.0357
C -1.6566 -1.6336 -0.0654
N 2.3405 -0.1714 -0.0574
H -7.5079 -4.5223 -0.2132
H -5.6770 1.7558 0.3823
H 3.5871 0.9648 -1.3582
C 2.6117 0.6323 1.1396
H 2.4995 -0.0037 2.0159
C 0.9785 -5.0115 0.2148
H -3.7618 0.1779 0.3841
H 2.8962 -5.9908 0.1582
H 1.1262 2.6858 -0.1320
N -2.3259 1.6212 0.1658
C -6.5319 -4.0551 -0.1850
H -0.4418 4.0392 0.7691
C -4.0097 -2.8438 -0.1138
C -6.0295 -3.5572 1.0095
H -5.2055 4.2073 0.1381
H -2.8284 4.9317 -0.0720
C 0.9907 -2.5851 0.0953
C -2.0867 2.9169 0.0429
H 3.6313 1.0416 1.1256
C -4.6661 2.1271 0.2833
C -3.6029 1.2422 0.2870
H -0.5555 3.9660 -0.9931
H 0.4108 -5.9314 0.2858
C 2.5658 0.5626 -1.3079
C 3.0565 -3.8563 0.0580

Cartesian forces (eV/Å) of the 3 atoms listed first:
-0.0121 0.0300 -0.0217
0.0109 0.0103 -0.0063
-0.2934 0.2214 -0.0033

HOMO-LUMO gap   0.290 Eh
Highest occupied orbital energy   -7.6 eV
ΔE to the lowest compared entry with this formula, charge and spin   0.845 eV
E_LUMO   0.0123 Ha

C23H24N3O8 | ωB97M-V/def2-TZVPD

Geometry (Å):
N -0.7299 0.4189 1.7651
C 1.2695 1.1143 -3.2863
N -2.4858 2.6976 -4.4404
O -0.1128 1.0926 2.5723
H 5.9686 -4.2374 -5.5341
C 3.7186 -2.5796 -3.6208
H 1.3377 -0.8968 7.8444
H 0.4587 -2.0546 6.6418
C -1.9164 1.0152 1.1463
H 1.7903 1.2289 -5.3694
O -3.1801 0.0238 7.4146
O 4.6500 -0.8064 -2.4847
C -0.9381 1.8778 -2.6970
C -0.1287 0.9498 6.6190
C 0.9363 -0.0024 5.8677
C 3.8858 -4.7366 -5.3497
C 1.3365 -1.3052 6.7598
C 0.2926 1.3492 -2.3243
O -3.3141 2.9019 -3.5650
H 1.7841 -5.0018 -4.9853
C -1.1815 2.1637 -4.0390
C -3.7759 0.8499 -0.3669
O 2.5547 -1.2268 -2.1673
C -2.6622 0.2731 0.2349
H 2.2245 0.6979 -2.9933
C 5.0204 -3.9793 -5.0751
H -4.3616 0.2810 -1.0808
H 0.2959 2.0237 6.6425
C -3.3904 2.8916 0.8597
H -5.0003 2.6067 -0.5354
H 5.8313 -2.3121 -4.0035
H 1.8928 0.6196 5.7084
H 0.6171 -0.3582 4.8352
C 4.9407 -2.8943 -4.2097
C 2.6659 -4.4100 -4.7657
O -0.4261 -0.7160 1.4335
O -2.6741 2.9057 -5.6295
C -4.1354 2.1572 -0.0578
H -1.7041 2.9033 2.1819
H 3.9529 -5.5866 -6.0216
H -3.6759 3.9104 1.0982
H 1.6223 -3.0856 -3.4453
C -2.2768 2.3214 1.4687
N 3.6347 -1.4533 -2.6892
H -2.3917 -0.7456 -0.0182
C -0.2051 1.9379 -5.0061
C -1.5724 1.0645 5.9159
O -2.8620 -1.1766 5.4273
H -2.0428 2.0404 6.3051
C -2.5911 -0.0895 6.3085
H 0.4901 1.1167 -1.2831
C 1.0238 1.4116 -4.6240
H -0.3856 2.1623 -6.0512
H -3.2329 -1.8609 6.0333
C 2.5776 -3.3283 -3.8967
H -1.4775 1.2198 4.7797
H -1.6906 2.0556 -1.9365
H -0.2516 0.5598 7.6890

Cartesian forces (eV/Å) of the 3 atoms listed first:
0.6493 -0.2852 0.4959
0.0114 0.1750 -0.1542
-0.4012 0.1752 -0.0494

Charge   -1
HOMO-LUMO gap   0.053 Eh
Highest occupied orbital energy   -0.9 eV
E_LUMO   0.0187 Ha

C23H24N4O5 | ωB97M-V/def2-TZVPD

Geometry (Å):
O -6.6340 -2.9543 0.1412
H -8.3187 -3.7920 -0.5335
N 3.1608 -1.5487 -0.3519
C -3.6592 -1.1232 1.0372
H 5.9849 0.9965 -1.6465
H 6.2018 1.3247 0.6358
C -2.7933 2.2009 -0.0982
H 2.3948 -1.4704 2.1745
C -1.6940 4.3960 -0.2222
H -0.6632 6.2619 -0.3070
H -4.6377 0.7635 -1.5946
H -7.3258 -3.0541 -1.8140
H 3.5293 -1.4670 -2.4087
H 6.8367 -0.8022 1.4289
H -8.2809 -2.0206 -0.7117
C 5.4416 0.5772 0.4161
O 2.0294 0.7381 0.9367
N -2.5755 0.8398 0.1264
H -0.2674 -1.3846 0.9457
C 2.5062 -2.5218 0.2969
H -6.4286 -0.8784 -1.6258
H 5.9201 -1.2587 -2.3012
C 5.9108 -0.8244 0.8497
H 4.5266 0.8609 0.9323
C 0.7849 3.2862 0.3941
N -1.4025 0.3132 0.4398
H 4.2457 0.8152 -1.4101
C 1.7014 -1.9838 1.4997
C 4.0212 -1.7913 -1.4825
C -3.6426 -0.0961 0.0965
H -4.6970 -2.8570 1.7447
C -1.5855 3.0214 -0.0028
H 3.0662 -0.5961 -0.0177
C 5.3740 -1.0619 -1.3719
C 0.6582 4.6387 0.1715
C 0.9051 0.2512 0.8759
C -0.5800 5.1991 -0.1368
C -5.6861 -1.9874 0.0665
O -3.9024 2.6349 -0.3354
H 1.2447 -2.8286 2.0150
C -4.6674 -2.0581 1.0214
H -2.8792 -1.1728 1.7812
O 6.1803 -1.5597 -0.3276
N 0.6702 -1.0499 1.1138
H 4.1911 -2.8697 -1.5321
C -0.3360 2.4509 0.3111
C -4.6435 -0.0241 -0.8598
H 1.7421 2.8552 0.6357
C -5.6619 -0.9606 -0.8725
H 1.5294 5.2733 0.2386
O 2.5246 -3.6970 0.0030
C -0.3232 1.0270 0.5339
H 5.1423 -1.3344 1.4452
C 5.2210 0.4460 -1.0987
H -2.6684 4.7968 -0.4569
C -7.6916 -2.9395 -0.7888

Cartesian forces (eV/Å) of the 3 atoms listed first:
0.2032 -0.0105 0.2015
0.0149 0.0773 -0.0591
0.3885 0.5021 -0.2585

HOMO-LUMO gap   0.292 Eh
Highest occupied orbital energy   -8.4 eV
ΔE to the lowest compared entry with this formula, charge and spin   2.897 eV
E_LUMO   -0.0153 Ha
SMILES   COc1ccc(-n2nc(C(=O)NCC(=O)NC[C@H]3CCCO3)c3ccccc3c2=O)cc1

C23H24NO | ωB97M-V/def2-TZVPD

Geometry (Å):
C 3.4200 -8.5473 -3.9930
C 4.2014 -3.6936 -0.4318
H 3.0109 -3.0153 -0.3894
H 2.6859 2.8124 -3.1736
H 0.4644 0.1190 -3.2881
H 4.2010 -4.3369 0.4746
H 4.5636 -1.4321 -1.9522
O 1.0270 -2.9906 0.4444
C 2.2239 -2.3165 0.2638
C 5.2992 -2.6911 -0.3543
H 2.0481 -7.6452 -2.5672
C 7.3428 -0.8204 -0.0444
C 5.1262 -6.3939 -3.3833
C 1.0580 0.1095 -2.3741
C 1.6792 2.5008 -2.8646
H 2.0476 -4.1440 1.9249
H 0.4011 -4.6899 1.4403
C 5.5353 -7.3734 -4.2908
C 2.5449 0.1587 -0.0100
H 2.7545 -9.3799 -4.2428
H 8.1408 -0.0854 0.0843
C 1.7132 1.2850 -1.9865
C 6.3148 -2.9173 0.5773
H 5.7608 -5.5453 -3.1273
C 3.8604 -6.4854 -2.7732
H 2.5366 -5.6921 -1.2402
C 1.0322 -3.8137 1.6283
H 1.2198 3.3571 -2.3551
C 4.6814 -8.4443 -4.6077
N 4.0962 -4.3508 -1.6475
C 3.0171 -7.5838 -3.0688
C 5.3324 -1.5650 -1.1864
H 2.7367 -2.1183 1.2331
C 3.4612 -5.4578 -1.8116
C 6.3259 -0.5970 -0.9861
C 1.9773 -1.0380 -0.4694
C 2.4241 1.3134 -0.7805
H 0.6372 -1.9569 -1.8771
C 1.1599 -1.0427 -1.6085
H 2.8867 2.2527 -0.4595
C 7.3403 -1.9869 0.7343
H 3.1101 0.1542 0.9240
H 6.5185 -7.2984 -4.7568
H 8.1315 -2.1836 1.4615
H 0.5997 -3.2361 2.4605
H 6.2679 -3.8309 1.1729
H 4.9967 -9.1993 -5.3324
H 1.1106 2.2870 -3.7733
H 6.3115 0.3270 -1.5728

Cartesian forces (eV/Å) of the 3 atoms listed first:
0.1430 0.1220 0.0081
1.3693 -1.1220 -0.9747
-0.3518 0.3667 0.4373

Charge   +1
HOMO-LUMO gap   0.251 Eh
Highest occupied orbital energy   -11.7 eV
ΔE to the lowest compared entry with this formula, charge and spin   3.502 eV
E_LUMO   -0.1801 Ha